Record 1
This record from OMol25 describes C52H60ClN10O4S3SiTi as an isolated structure at a distorted geometry. The level of theory is wB97M-V/def2-TZVPD.

XYZ file:
```
132
Properties=species:S:1:pos:R:3:forces:R:3:mulliken_spin:R:1
Ti 0.487 0.680 -0.270 2.52 0.00 -0.56 0.29
C 0.030 5.367 2.750 0.17 -0.04 -0.21 0.00
S 1.014 5.168 1.234 -0.01 -0.03 -0.01 0.00
C 0.398 3.689 0.541 -0.22 0.04 0.12 0.01
S 1.202 3.108 -0.891 -0.13 -0.56 0.05 -0.03
N -0.616 3.083 1.064 -0.18 0.31 0.36 0.01
N -0.904 1.900 0.410 -1.17 0.57 -0.20 0.11
C -2.085 1.796 -0.148 0.16 0.28 0.49 0.14
C -2.266 0.672 -0.984 -0.21 -0.41 -0.31 0.19
C -3.447 0.422 -1.701 0.04 0.10 0.17 0.00
C -3.521 -0.670 -2.522 0.13 -0.18 0.01 0.09
C -2.413 -1.535 -2.589 -0.22 0.08 0.04 0.01
C -1.289 -1.240 -1.870 0.10 -0.32 0.01 0.11
N -1.160 -0.131 -1.106 -1.23 0.01 -0.29 -0.08
H -0.332 6.391 2.782 -0.01 -0.02 0.02 0.00
H 0.666 5.163 3.608 -0.07 -0.02 0.03 0.00
H -0.800 4.669 2.712 -0.05 0.01 0.07 0.00
H -2.828 2.572 -0.017 -0.02 0.02 -0.01 -0.01
H -4.274 1.112 -1.591 0.01 -0.03 -0.01 0.00
H -4.412 -0.880 -3.098 -0.01 0.03 0.02 0.00
H -2.443 -2.427 -3.198 0.05 0.00 0.03 0.00
H -0.434 -1.901 -1.915 0.05 0.06 0.06 0.01
C 1.344 -1.201 0.199 -0.54 -0.31 0.12 0.02
Si 1.072 -2.478 1.573 0.29 -0.22 -0.09 0.02
C -0.681 -3.233 1.675 0.05 0.21 0.02 -0.01
N -1.825 -2.364 1.410 -0.09 0.04 -0.07 0.01
C -3.020 -3.124 1.042 -0.06 -0.03 0.11 0.00
C -3.689 -3.834 2.221 0.03 0.10 -0.05 0.00
C -3.977 -2.837 3.367 0.02 0.04 -0.10 0.00
C -3.533 -1.421 2.996 0.02 -0.12 -0.02 0.00
C -2.085 -1.421 2.515 -0.04 0.01 -0.10 0.05
C 1.772 -1.910 3.220 -0.23 -0.05 -0.11 0.00
C 1.082 -2.037 4.430 -0.03 0.03 -0.08 0.00
C 1.643 -1.622 5.630 -0.06 -0.01 0.09 0.00
C 2.927 -1.095 5.658 0.06 0.03 -0.04 0.00
C 3.645 -1.002 4.470 0.01 0.01 0.01 0.00
C 3.071 -1.397 3.270 -0.01 0.05 0.00 0.00
C 2.156 -3.942 1.020 0.01 0.13 0.04 0.00
C 3.260 -4.375 1.757 -0.04 -0.01 0.00 0.00
C 4.084 -5.393 1.292 0.03 -0.01 -0.01 0.00
C 3.820 -6.002 0.073 0.02 0.03 0.03 0.00
C 2.725 -5.589 -0.676 -0.03 -0.04 -0.05 0.00
C 1.909 -4.572 -0.204 -0.02 0.01 0.01 0.00
H 1.239 -1.769 -0.738 0.03 -0.05 0.02 0.02
H 2.418 -0.973 0.275 0.10 0.06 0.01 0.00
H -0.785 -3.743 2.649 0.16 -0.08 -0.02 0.00
H -0.690 -4.033 0.927 0.08 0.04 -0.01 0.00
H -2.745 -3.852 0.276 0.03 0.06 -0.04 0.00
H -3.733 -2.435 0.585 -0.04 0.01 -0.10 0.00
H -3.036 -4.637 2.568 -0.05 -0.03 0.01 0.00
H -4.611 -4.302 1.867 0.02 -0.05 0.04 0.00
H -3.442 -3.142 4.269 -0.02 0.00 0.02 0.00
H -5.039 -2.832 3.614 0.01 -0.03 0.06 0.00
H -3.610 -0.767 3.867 -0.01 0.05 -0.04 0.00
H -4.186 -1.004 2.224 0.00 0.01 0.04 0.00
H -1.451 -1.672 3.374 -0.02 0.07 -0.08 0.00
H -1.819 -0.410 2.191 0.05 0.10 0.03 -0.01
H 0.083 -2.465 4.434 0.11 0.02 0.08 0.00
H 1.084 -1.698 6.555 0.02 0.04 -0.01 0.00
H 3.346 -0.752 6.599 -0.08 -0.04 -0.01 0.00
H 4.657 -0.611 4.479 -0.01 0.00 0.02 0.00
H 3.651 -1.320 2.356 0.02 0.02 0.00 0.00
H 3.479 -3.910 2.712 0.01 -0.05 -0.03 0.00
H 4.931 -5.714 1.887 0.00 0.01 -0.01 0.00
H 4.458 -6.798 -0.289 0.00 0.00 0.00 0.00
H 2.508 -6.065 -1.626 0.00 0.00 0.01 0.00
H 1.056 -4.262 -0.807 0.03 -0.02 0.00 0.00
C 3.215 -2.790 -5.959 0.01 0.00 0.07 0.00
C 3.813 -3.026 -4.561 0.01 -0.05 -0.19 0.00
C 2.636 -3.229 -3.591 0.06 0.03 0.08 0.00
C 4.618 -4.335 -4.597 0.01 0.08 0.04 0.00
C 4.785 -1.850 -4.201 -0.31 -0.13 0.20 0.00
O 5.780 -1.720 -5.222 -0.08 0.14 -0.18 0.00
C 5.584 -2.020 -2.886 -0.14 0.07 -0.05 0.00
C 4.979 -2.587 -1.595 0.18 0.07 -0.05 0.00
C 5.968 -2.382 -0.474 -0.08 -0.10 0.07 0.00
C 7.160 -3.101 -0.448 -0.04 -0.02 -0.03 0.00
C 8.101 -2.899 0.547 0.06 -0.03 0.00 0.00
C 7.849 -1.968 1.543 -0.12 -0.02 -0.10 0.00
Cl 9.019 -1.696 2.788 0.06 -0.01 0.07 0.00
C 6.662 -1.257 1.551 -0.02 0.05 0.07 0.00
C 5.735 -1.466 0.540 0.02 0.03 0.02 0.00
C 4.145 -0.446 -4.379 0.38 -0.08 -0.05 0.00
N 2.928 -0.096 -3.663 0.05 0.20 0.33 0.00
C 2.708 0.253 -2.392 -0.17 -0.17 -0.48 0.02
N 1.398 0.441 -2.215 0.49 -0.40 -0.26 0.00
C 0.872 0.204 -3.449 -0.08 0.42 0.03 0.02
N 1.768 -0.089 -4.346 -0.09 -0.26 -0.14 0.00
H 2.752 -3.713 -6.315 -0.01 0.01 0.02 0.00
H 3.981 -2.496 -6.676 0.00 -0.02 -0.02 0.00
H 2.440 -2.020 -5.934 0.04 -0.05 -0.03 0.00
H 1.995 -4.010 -4.007 0.00 0.01 0.00 0.00
H 2.017 -2.338 -3.488 0.02 -0.06 0.02 0.00
H 2.941 -3.563 -2.602 -0.03 0.03 -0.06 0.00
H 3.939 -5.173 -4.762 0.02 0.00 -0.03 0.00
H 5.146 -4.521 -3.659 -0.02 -0.03 -0.05 0.00
H 5.340 -4.344 -5.417 0.00 -0.03 0.02 0.00
H 6.316 -2.517 -5.244 0.06 -0.07 0.06 0.00
H 6.023 -1.044 -2.657 0.05 -0.01 -0.05 0.00
H 6.430 -2.663 -3.141 0.06 0.05 0.03 0.00
H 4.788 -3.657 -1.695 -0.09 0.05 0.00 0.00
H 4.028 -2.117 -1.349 -0.09 0.03 0.12 0.00
H 7.355 -3.844 -1.216 0.01 0.02 0.02 0.00
H 9.025 -3.463 0.558 -0.01 0.01 0.01 0.00
H 6.459 -0.556 2.349 0.02 0.04 0.01 0.00
H 4.804 -0.914 0.564 -0.05 0.05 -0.04 0.00
H 3.887 -0.366 -5.430 -0.02 0.13 -0.01 0.00
H 4.914 0.297 -4.171 -0.03 0.01 0.10 0.00
H 3.482 0.379 -1.653 -0.01 -0.11 0.00 0.00
H -0.172 0.298 -3.687 -0.03 0.01 0.05 0.00
O 0.813 1.174 8.358 0.01 0.06 -0.10 0.00
S 2.179 1.362 8.802 0.17 -0.13 -0.02 0.00
O 3.021 0.175 8.664 -0.05 0.01 0.02 0.00
O 2.336 2.089 10.036 0.09 0.13 -0.07 0.00
C 2.965 2.358 7.474 -0.16 -0.26 0.09 0.00
N 4.006 3.152 7.723 0.04 -0.04 0.07 0.00
C 4.636 3.646 6.667 -0.09 -0.02 -0.02 0.00
C 4.243 3.387 5.359 -0.06 0.04 -0.10 0.00
C 3.134 2.566 5.209 0.19 0.05 0.41 0.00
N 2.510 2.056 6.265 -0.03 0.15 -0.17 0.00
C 2.576 2.128 3.911 -0.10 -0.06 -0.19 0.00
C 3.262 2.229 2.704 -0.02 0.00 0.06 0.00
C 2.681 1.738 1.557 0.04 -0.07 0.19 0.01
N 1.475 1.146 1.541 0.30 0.49 0.82 -0.05
C 0.827 1.039 2.713 0.03 -0.10 -0.07 0.08
C 1.323 1.524 3.898 0.10 0.00 0.07 0.01
H 5.501 4.270 6.871 -0.05 0.04 -0.02 0.00
H 4.764 3.827 4.519 0.02 -0.03 0.04 0.00
H 4.237 2.693 2.646 0.01 -0.05 -0.02 0.00
H 3.184 1.856 0.610 0.03 -0.04 -0.12 0.00
H -0.129 0.539 2.686 -0.06 0.03 0.00 -0.04
H 0.780 1.419 4.828 -0.02 -0.07 -0.02 0.00
```
Forces are in eV/Å.

Results
⟨S²⟩: 0.768
HOMO (spin up / spin down), Eh: -0.272 / -0.272
Spin multiplicity: 2
ΔE to the lowest compared entry with this formula, charge and spin, kJ/mol: 0.0
Calculated total energy, eV: -154010.8598

Record 2
This record from OMol25 describes an isolated molecule of C5H7NS at a distorted geometry. The level of theory is wB97M-V/def2-TZVPD.

XYZ file:
```
14
Properties=species:S:1:pos:R:3:forces:R:3:nbo_charge:R:1
C -0.619 -0.807 0.128 0.12 0.07 -0.51 0.14
C 0.991 1.820 -0.003 -0.14 1.91 0.07 -0.47
C 1.377 0.405 -0.260 1.00 -1.86 0.68 -0.15
C 0.701 1.170 -1.277 -3.32 -1.62 -1.36 -0.04
C -1.445 -1.824 0.903 -1.69 0.28 -1.06 -0.66
N 0.600 -0.601 0.414 0.04 -0.59 0.77 -0.48
S -1.514 0.057 -1.120 2.83 1.30 0.01 -0.03
H 0.084 1.805 0.637 0.89 0.93 -0.14 0.26
H 1.742 2.696 -0.057 -1.38 -1.56 0.53 0.25
H 2.444 0.096 -0.249 -0.77 0.48 -0.57 0.24
H 0.622 1.204 -2.354 0.69 0.66 0.25 0.25
H -1.016 -2.872 0.816 -0.73 1.38 0.10 0.24
H -2.582 -1.708 0.493 2.75 -0.80 1.24 0.22
H -1.386 -1.442 1.929 -0.29 -0.58 -0.02 0.24
```
Forces are in eV/Å.

Results
HOMO, Eh: -0.318
ΔE to the lowest compared entry with this formula, charge and spin, kJ/mol: 344.6
Calculated total energy, eV: -17620.0746

Record 3
This record from OMol25 describes C24H22F5O4SiTa as an isolated structure. The level of theory is wB97M-V/def2-TZVPD.

XYZ file:
```
57
Properties=species:S:1:pos:R:3:forces:R:3:nbo_charge:R:1
Ta 0.217 0.185 -0.003 -0.34 0.40 0.31 2.58
O -0.083 -1.878 0.033 0.47 0.12 -0.08 -0.79
C 0.662 -2.395 -1.227 -0.04 -0.17 0.61 0.14
C 2.039 -1.694 -1.092 0.25 0.12 -0.40 0.77
O 3.005 -2.026 -1.667 0.14 -0.18 0.22 -0.41
O 1.945 -0.469 -0.420 -0.38 0.19 -0.19 -0.79
C 0.013 -1.639 -2.363 -0.03 -0.05 -0.16 -0.05
C 0.550 -1.743 -3.639 0.00 0.04 0.04 -0.19
C 0.118 -0.879 -4.635 0.01 0.00 0.03 -0.10
C -0.831 0.108 -4.368 -0.10 0.03 0.06 -0.19
C -1.392 0.200 -3.109 0.03 -0.05 -0.18 -0.13
C -0.972 -0.674 -2.094 -0.19 0.11 -0.40 -0.37
C 0.661 -3.878 -1.228 -0.03 0.11 -0.08 -0.08
C 1.660 -4.589 -0.560 0.01 0.01 0.03 -0.17
C 1.597 -5.971 -0.510 -0.02 0.03 0.00 -0.19
C 0.540 -6.639 -1.117 0.00 0.00 0.00 -0.14
C -0.455 -5.933 -1.780 -0.03 -0.02 -0.03 -0.19
C -0.396 -4.552 -1.842 0.01 0.00 -0.04 -0.20
H -0.844 -2.431 0.276 -0.01 -0.14 0.06 0.57
H 1.322 -2.474 -3.845 0.00 0.01 0.02 0.27
H 0.542 -0.963 -5.628 -0.01 0.00 0.00 0.26
H -1.152 0.777 -5.154 0.01 -0.01 0.00 0.26
H -2.186 0.908 -2.910 0.03 0.02 0.02 0.25
H -1.665 -0.751 -1.252 -0.01 -0.11 0.15 0.25
H 2.495 -4.076 -0.101 -0.01 -0.01 0.01 0.23
H 2.373 -6.527 -0.003 0.01 0.01 -0.01 0.25
H 0.499 -7.720 -1.083 0.00 0.00 0.01 0.25
H -1.269 -6.461 -2.258 0.00 0.00 0.00 0.24
H -1.158 -4.002 -2.385 -0.01 -0.01 0.02 0.22
C -1.466 -0.033 4.629 -0.04 0.02 -0.01 -1.12
Si -1.742 -0.021 2.799 -0.01 -0.08 -0.04 1.66
C -2.787 1.397 2.201 -0.06 -0.01 0.10 -1.14
C -2.397 -1.656 2.149 -0.17 0.06 -0.04 -1.14
C 0.041 0.178 2.018 0.00 -0.12 0.08 -1.37
H -2.418 -0.154 5.151 0.00 -0.01 -0.01 0.27
H -1.026 0.909 4.964 0.00 -0.01 0.00 0.26
H -0.807 -0.845 4.940 -0.01 0.00 -0.01 0.26
H -3.724 1.396 2.764 0.00 0.02 -0.03 0.28
H -3.046 1.333 1.143 0.00 -0.01 0.01 0.24
H -2.311 2.363 2.387 0.02 -0.01 -0.01 0.25
H -3.378 -1.856 2.591 0.05 -0.03 0.04 0.29
H -1.757 -2.503 2.405 0.02 -0.01 0.00 0.25
H -2.588 -1.637 1.067 0.01 0.02 0.01 0.20
H 0.672 -0.614 2.446 -0.01 0.08 -0.03 0.31
H 0.374 1.154 2.408 -0.02 0.02 -0.10 0.32
F -0.283 7.024 -0.706 0.02 0.05 0.00 -0.24
C -0.455 5.723 -0.645 -0.05 -0.08 0.01 0.31
C 0.566 4.919 -0.138 0.11 0.01 0.03 0.31
F 1.709 5.440 0.255 0.00 0.02 0.00 -0.25
C 0.335 3.565 -0.084 -0.06 -0.09 -0.06 0.26
F 1.273 2.642 0.305 0.10 -0.07 0.03 -0.29
C -0.856 3.002 -0.496 0.36 0.01 -0.22 0.18
O -0.900 1.647 -0.415 0.04 -0.28 0.10 -0.76
C -1.849 3.791 -1.040 -0.03 -0.01 0.19 0.31
F -2.970 3.239 -1.481 -0.04 0.01 -0.02 -0.27
C -1.647 5.165 -1.096 0.02 0.02 0.01 0.31
F -2.590 5.943 -1.582 -0.01 0.02 -0.01 -0.25
```
Forces are in eV/Å.

Results
Total charge: +2
HOMO, Eh: -0.559
ΔE to the lowest compared entry with this formula, charge and spin, kJ/mol: 188.2
Calculated total energy, eV: -56436.0618

Record 4
This record from OMol25 describes C30H26AlN6O as an isolated structure. The level of theory is wB97M-V/def2-TZVPD.

XYZ file:
```
64
Properties=species:S:1:pos:R:3:forces:R:3:nbo_charge:R:1
Al -1.164 -0.817 1.073 0.04 -0.46 0.24 1.94
C -3.032 -1.391 3.207 0.01 0.00 -0.05 -0.28
N -2.460 -2.109 2.029 0.01 0.04 0.08 -0.68
C -1.700 -3.341 2.379 0.00 0.02 -0.02 -0.28
C -0.256 -2.952 2.490 -0.07 -0.08 -0.02 0.44
N 0.169 -1.802 1.978 0.07 0.11 -0.02 -0.71
C 1.560 -1.764 2.179 -0.06 0.05 -0.02 0.17
C 2.505 -0.793 1.863 -0.04 -0.01 0.01 -0.23
C 3.813 -1.063 2.209 0.01 -0.02 0.03 -0.17
C 4.175 -2.260 2.852 0.01 0.03 -0.01 -0.16
C 3.242 -3.222 3.176 -0.02 0.02 0.03 -0.20
C 1.928 -2.938 2.826 0.00 -0.11 -0.01 0.10
N 0.742 -3.663 3.001 0.04 0.09 0.06 -0.47
C -2.826 0.079 3.002 -0.02 -0.05 0.07 0.46
N -1.965 0.531 2.091 -0.04 0.11 -0.14 -0.72
C -1.978 1.935 2.191 0.09 -0.06 -0.05 0.17
C -1.280 2.910 1.488 -0.02 -0.01 -0.01 -0.23
C -1.518 4.222 1.839 -0.03 0.01 0.03 -0.17
C -2.424 4.560 2.860 0.02 0.01 -0.02 -0.16
C -3.121 3.598 3.560 -0.02 -0.02 -0.02 -0.19
C -2.872 2.281 3.196 -0.06 -0.03 0.11 0.09
N -3.385 1.070 3.680 0.02 0.09 -0.06 -0.46
H -2.505 -1.704 4.111 0.02 0.00 0.00 0.26
H -4.087 -1.630 3.341 0.00 -0.01 0.00 0.27
H -3.223 -2.371 1.408 0.00 0.01 -0.02 0.44
H -1.818 -4.066 1.572 -0.01 0.00 -0.01 0.27
H -2.074 -3.802 3.294 0.00 0.00 0.01 0.25
H 2.226 0.139 1.388 0.01 0.00 -0.01 0.21
H 4.583 -0.335 1.994 0.00 0.00 -0.01 0.24
H 5.213 -2.427 3.104 0.00 0.01 0.00 0.26
H 3.521 -4.136 3.682 0.00 -0.01 -0.01 0.26
H 0.659 -4.561 3.456 0.00 -0.01 -0.02 0.46
H -0.589 2.655 0.696 0.00 0.00 0.00 0.21
H -1.000 5.016 1.320 0.00 0.00 0.00 0.24
H -2.579 5.603 3.099 0.00 0.00 0.00 0.26
H -3.821 3.859 4.342 0.01 0.00 0.00 0.26
H -4.076 0.972 4.412 0.01 -0.01 0.00 0.46
O -1.427 -1.246 -0.617 -0.03 0.21 0.07 -0.66
N -0.444 -0.281 -0.674 0.01 0.10 -0.18 -0.24
C 4.013 2.202 -4.419 0.03 0.01 -0.02 0.04
C 3.856 2.905 -3.215 -0.01 0.00 -0.02 -0.24
C 2.863 2.528 -2.359 -0.02 -0.01 -0.02 -0.06
C 1.973 1.445 -2.694 0.07 -0.01 -0.05 -0.06
C 2.166 0.753 -3.944 -0.02 0.03 0.05 -0.06
C 3.179 1.131 -4.776 0.00 0.03 0.01 -0.24
C 1.030 1.115 -1.757 -0.16 -0.12 0.03 0.03
C -0.040 0.112 -1.836 0.12 0.19 -0.08 0.28
C -0.621 -0.334 -3.114 0.01 -0.08 0.05 -0.12
C -0.744 -1.686 -3.433 0.00 0.02 0.00 -0.19
C -1.270 -2.050 -4.662 0.00 0.01 -0.01 -0.20
C -1.700 -1.075 -5.554 -0.01 -0.02 -0.01 -0.15
C -1.593 0.271 -5.230 0.01 0.01 0.01 -0.20
C -1.041 0.645 -4.017 -0.04 0.01 -0.01 -0.21
H 4.809 2.494 -5.094 -0.01 0.00 -0.01 0.26
H 4.516 3.727 -2.976 0.01 -0.01 0.00 0.27
H 2.721 3.052 -1.421 0.00 -0.02 0.01 0.23
H 1.519 -0.069 -4.210 0.03 -0.01 0.01 0.25
H 3.342 0.613 -5.711 0.01 0.00 0.00 0.27
H 1.080 1.651 -0.813 0.01 -0.03 0.02 0.22
H -0.413 -2.446 -2.739 0.00 -0.01 0.02 0.22
H -1.351 -3.096 -4.924 0.00 0.00 0.00 0.24
H -2.121 -1.367 -6.507 0.00 0.00 0.00 0.25
H -1.936 1.027 -5.923 0.00 0.00 0.00 0.25
H -0.952 1.697 -3.769 0.00 0.00 0.00 0.22
```
Forces are in eV/Å.

Results
Total charge: +3
HOMO, Eh: -0.608
Calculated total energy, eV: -49096.2031